one:
A structure of composition C2H3N3O2, computed with ωB97M-V with the def2-TZVPD basis set.

CARTESIAN COORDINATES (ANGSTROEM)
O1 0.00 -1.76 -0.16
O2 1.24 1.82 -0.24
N1 -1.51 -0.23 0.29
N2 0.63 -0.48 -0.55
N3 -0.03 1.59 0.28
C1 -0.28 0.37 0.07
C2 -1.24 -1.42 0.10
H1 -1.94 -2.16 0.42
H2 1.39 2.69 0.19
H3 1.72 -0.41 -0.40

Total charge ... 0
Orbital gap ... 0.3474 Eh
HOMO ... -8.7 eV

***

two:
A cluster of 2 separate species, C2H3N3O2 in total, computed with ωB97M-V with the def2-TZVPD basis set.

CARTESIAN COORDINATES (ANGSTROEM)
O1 2.33 -0.51 -0.43
O2 0.27 2.34 -0.18
N1 1.50 -1.40 -0.26
N2 0.42 1.06 0.29
N3 -2.39 0.06 -0.25
C1 0.26 -1.28 0.13
C2 -0.19 0.01 0.26
H1 -2.58 -1.04 -0.09
H2 -0.46 -2.08 0.17
H3 0.84 2.84 0.36

Total charge ... 0
Orbital gap (alpha / beta) ... 0.2468 / 0.2832 Eh
HOMO (alpha / beta) ... -8.7 / -8.6 eV

***

The winner here is one, beating the second structure by 627.8 kJ/mol.

***

one:
A structure of composition C3H7NO2, computed with ωB97M-V with the def2-TZVPD basis set.

CARTESIAN COORDINATES (ANGSTROEM)
O1 -1.66 0.51 0.26
O2 1.31 -0.50 0.36
N1 0.92 1.76 -0.15
C1 1.61 0.80 0.46
C2 -1.14 -0.81 0.31
C3 0.19 -0.97 -0.41
H1 0.40 -2.03 -0.56
H2 -1.20 1.05 0.92
H3 -1.88 -1.44 -0.19
H4 2.17 1.78 -0.12
H5 0.15 -0.48 -1.39
H6 0.18 1.50 -0.82
H7 -1.03 -1.17 1.34

Total charge ... 0
Orbital gap ... 0.3673 Eh
HOMO ... -9.1 eV

***

two:
A cluster of 2 separate species, C3H7NO2 in total, computed with ωB97M-V with the def2-TZVPD basis set.

CARTESIAN COORDINATES (ANGSTROEM)
O1 0.44 -1.04 1.00
O2 -0.68 0.11 -3.18
N1 -0.80 -1.60 -1.52
C1 -0.43 1.14 0.59
C2 -0.71 -0.70 -2.32
C3 0.82 0.29 0.63
H1 1.24 -1.56 1.11
H2 -0.87 1.23 1.59
H3 -0.20 2.14 0.21
H4 -1.18 0.69 -0.07
H5 1.53 0.69 1.36
H6 -0.47 -1.58 -0.55
H7 1.31 0.28 -0.36

Total charge ... 0
Orbital gap ... 0.4161 Eh
HOMO ... -10.7 eV
SMILES ... N=C=O.CCO

***

three:
A cluster of 3 separate species, C3H7NO2 in total, computed with ωB97M-V with the def2-TZVPD basis set.

CARTESIAN COORDINATES (ANGSTROEM)
O1 1.67 0.51 0.28
O2 0.00 1.59 -1.60
N1 1.38 -0.61 -0.32
C1 -0.45 -1.33 0.65
C2 0.02 -0.55 -0.41
C3 -0.71 0.73 -0.77
H1 -1.62 0.44 -1.30
H2 -1.49 -1.29 0.97
H3 0.11 -2.23 0.92
H4 0.82 1.81 -1.13
H5 -1.03 1.23 0.17
H6 0.94 0.34 1.38
H7 0.17 -0.33 1.60

Total charge ... 0
Orbital gap (alpha / beta) ... 0.3258 / 0.3258 Eh
HOMO (alpha / beta) ... -9.1 / -9.1 eV

***

four:
A structure of composition C3H7NO2, computed with ωB97M-V with the def2-TZVPD basis set.

CARTESIAN COORDINATES (ANGSTROEM)
O1 -2.04 -0.60 -1.11
O2 -0.09 -0.19 1.73
N1 0.65 0.28 -0.41
C1 -1.71 -0.23 0.21
C2 -0.31 0.02 0.47
C3 2.07 0.14 -0.13
H1 -1.20 -0.70 1.60
H2 -2.66 0.04 -1.47
H3 2.55 1.11 0.02
H4 2.18 -0.46 0.78
H5 2.56 -0.38 -0.96
H6 0.33 0.41 -1.36
H7 -2.34 0.55 0.63

Total charge ... 0
Orbital gap ... 0.3124 Eh
HOMO ... -7.7 eV

***

The winner here is two, beating the second structure by 259.0 kJ/mol.